[1]
9
Properties=species:S:1:pos:R:3 method="wB97M-V/def2-TZVPD" charge=0 energy_ev=-17839.6019 smiles="O=C=O.O=CNI" relative_energy_kcal_mol=6.4 orbital_gap_ev=9.24
O 1.49159 0.88461 2.41050
H -1.94528 -0.55654 -0.26545
C -0.22451 0.42587 -0.39754
O 2.20239 2.90380 1.61675
O 0.38402 1.41996 -0.18670
N -1.15504 -0.19350 0.37434
H -0.04365 -0.24600 -1.23511
I -1.97388 0.89018 1.93687
C 1.84931 1.90906 2.00848

***

[2]
67
Properties=species:S:1:pos:R:3 method="wB97M-V/def2-TZVPD" charge=+2 energy_ev=-75422.8834 relative_energy_kcal_mol=6.4 multiplicity=2 orbital_gap_ev="5.45 / 6.66" s_squared=0.81
C 1.64178 3.99993 -1.21496
Mn -0.20403 0.34910 0.07338
C -3.00910 4.95176 4.57974
H -2.49542 -0.35061 2.03785
H -1.43832 4.34434 2.75299
H -2.79576 1.79638 6.00681
O -2.93755 0.25385 -2.75339
H 2.98205 6.41505 -1.82452
H 1.97891 7.81572 -2.16499
H 3.38695 -0.47643 -0.76832
C -2.91453 1.36110 3.23421
H 1.06998 6.97353 1.35667
C -4.79256 3.20460 4.62173
H -3.85015 -2.29500 -1.94218
N -1.32016 -1.19923 -0.07086
H 1.32988 -1.69029 -0.97344
H -1.83596 -4.13976 1.43702
H 2.53538 -0.54902 0.63384
C -2.19873 0.00941 -1.85768
C 1.70840 7.08340 0.47826
H -0.56083 5.20366 1.02510
H -1.60239 3.10318 6.00244
H -3.53667 5.43791 5.39873
C -2.63396 2.70938 3.48082
N 2.53382 -0.17375 -0.30713
C -3.27342 3.44449 4.63791
H -1.94911 5.18361 4.69927
C -1.97505 -3.32819 0.73443
C 0.91718 4.97243 -0.52371
H 2.01426 1.91523 -1.47152
O 0.41688 -0.69168 1.50383
H 1.45360 -0.40966 -1.97192
H -3.16605 3.33500 6.79083
C -2.66791 2.87753 5.93616
C -0.31940 7.07821 -1.01088
O -3.73199 -4.46102 -0.28983
H -0.82549 6.60805 -1.85569
H -5.04592 2.15969 4.80089
C -2.28180 0.69488 2.21384
C -1.18092 -2.21820 0.78707
H -3.62137 0.81574 3.84270
C -3.10729 -2.30816 -1.15361
C -1.12067 2.58931 1.60296
C -2.97421 -3.38591 -0.25788
N -1.39121 1.28578 1.40494
C 0.02495 4.50339 0.44892
H -0.96197 7.00191 -0.13315
C 1.43753 2.66497 -0.95204
C 1.95387 6.74161 -1.98940
C 1.06794 6.45491 -0.77420
H -5.25615 3.79337 5.41193
N 0.56080 2.23026 -0.03779
H 2.67791 6.63365 0.69769
H 1.85985 8.14794 0.30168
H -3.37689 5.38692 3.64780
O 0.35463 -2.68275 2.56723
H 2.36341 4.27445 -1.96972
C -1.71137 3.30901 2.62269
O -1.17601 0.76459 -1.43664
N 1.37332 -0.67128 -0.99307
H -4.39981 -4.44585 -0.98908
C -0.13999 3.15455 0.65998
C -0.04772 -1.92305 1.74695
C -2.25672 -1.24458 -1.01513
H -0.19967 8.13726 -1.23509
H -5.22848 3.51370 3.67016
H 1.56151 6.26979 -2.89223

***

[3]
45
Properties=species:S:1:pos:R:3 method="wB97M-V/def2-TZVPD" charge=0 energy_ev=-31194.0984 relative_energy_kcal_mol=174.5 orbital_gap_ev=7.57
O 2.94164 -1.40942 -1.05487
H 3.32064 -0.62642 -0.59487
H 0.46164 0.52158 -2.98087
O 0.56464 -0.11242 3.59513
O -2.99936 -1.71442 0.45713
H -1.96136 -0.45942 3.92313
H 1.55864 -1.61042 0.71313
H 1.37664 -3.37642 -0.17687
O -0.19036 0.84358 0.30713
O -1.08336 -2.10142 -1.19287
O -2.63836 0.82058 -1.12487
H 1.95264 2.19558 -0.70287
O 0.60164 2.60558 -0.56787
H -0.03036 -2.54442 -0.49087
H -1.62736 -0.51142 2.56013
H 0.84264 -0.56042 4.33713
H -2.91936 -0.91142 -0.05487
O 2.80564 2.11558 -1.28387
O 2.13564 2.47258 1.81113
O 0.58364 -2.93142 0.22613
H 2.54364 1.23958 -1.63487
H 0.38564 -0.01342 0.14113
O 1.56564 0.49458 -2.80187
H -1.05336 1.78958 1.76513
H 1.60864 2.41958 0.96313
H -3.92036 -1.94942 0.58813
H 0.99864 -0.69942 2.90213
H -0.86836 0.57958 -0.30687
H -1.40436 -2.89142 -1.72787
H 2.47164 1.71458 1.98113
H 2.87964 -1.43342 1.63713
H -1.00136 -0.62242 -3.00787
O -1.47036 2.29258 2.34713
O -2.31636 -0.14642 3.15313
H -2.80236 0.51958 -2.11887
H -0.05536 2.68758 -1.33587
H 1.87564 0.51058 -3.74487
H -1.77936 -1.89842 -0.48187
O -1.12236 0.23458 -3.46487
H -1.81436 0.20558 -4.15887
H 0.45564 1.69658 -0.33287
H -3.62536 1.01158 -0.90387
H 2.51164 -0.96242 -1.70687
H -1.69736 1.54858 3.17413
O 1.93864 -1.03342 1.37113

***

[4]
68
Properties=species:S:1:pos:R:3 method="wB97M-V/def2-TZVPD" charge=+3 energy_ev=-93023.6556 relative_energy_kcal_mol=50.9 multiplicity=2 orbital_gap_ev="5.14 / 4.81" s_squared=0.80
C -3.18049 -1.50303 0.20578
C 0.50221 -2.43480 1.78757
C -0.68956 3.77802 1.79640
H -0.32933 3.15276 -3.45207
H -4.18404 1.30560 -0.27275
H 2.49973 -0.57996 1.76366
H -3.77539 0.33150 -2.37212
H -2.49325 -2.34712 0.31740
H 2.67702 2.26778 1.30171
H -2.08861 -1.30081 2.94098
H 1.72924 2.24749 2.84613
H -3.32727 3.41308 -2.56127
C 2.29695 1.37263 -2.18353
H 3.98645 -2.01989 2.74264
C 3.06197 -2.45886 3.10670
H 1.82171 2.35204 -2.08929
C 2.52106 -4.14857 -2.23435
H -4.09932 -1.76055 0.75207
H -4.65822 0.85113 1.39457
S 0.29974 2.53927 0.92505
C -0.75890 2.15049 -3.62459
C 1.32790 -3.43873 -2.33195
H -2.15245 0.44813 3.26475
H -3.42075 -1.40830 -0.85924
H -1.06544 3.33990 2.72482
C -2.58479 -0.36347 2.66521
C -2.54281 3.24976 -1.81452
C -3.82765 1.19549 0.75874
H 2.49722 -0.50022 -3.13576
C 0.97975 -0.46152 3.92297
H 2.59626 -5.13568 -2.67229
C -2.84326 0.41606 -2.94305
H 0.50505 -3.84673 -2.91609
C 2.25940 -1.66312 -0.96050
H 1.39507 0.55931 3.95202
C 3.60308 -3.57977 -1.57351
H -0.11320 -0.38066 3.82473
H 1.23167 -0.95826 4.87274
H -2.35513 -0.56574 -2.93638
P 1.70493 -1.42671 2.62135
H 2.02945 3.79343 1.97485
H 3.36036 1.37411 -1.86306
H 0.60093 -3.44784 2.22069
H -2.96596 3.28212 -0.81263
H 4.53955 -4.11756 -1.53080
H 0.26076 -1.63564 -1.83312
S 2.18420 -0.18133 -0.09035
C 3.50320 -2.34244 -0.94164
H -0.03578 4.65613 1.99226
P -2.38743 0.03997 0.85969
H -1.38604 2.19132 -4.52822
H 2.90581 -3.46749 2.71166
C 1.86255 2.71620 1.87140
H 0.04948 1.45401 -3.79566
H -3.50696 2.18175 1.11883
H -3.65277 -0.45722 2.93570
P -1.74470 1.65517 -2.18385
C 1.90938 0.40900 -3.03910
H -3.04533 0.70643 -3.98094
H -0.52402 -2.06236 1.92917
C 1.20263 -2.20378 -1.69630
H 3.07831 -2.47324 4.21023
H 1.34089 0.59891 -3.98573
H 0.68218 -2.49307 0.70598
Ti -0.27739 0.88010 -0.61355
H 4.32897 -1.86675 -0.42014
H -1.78217 4.03518 -1.92504
H -1.53669 4.08697 1.15496

***

[5]
8
Properties=species:S:1:pos:R:3 method="wB97M-V/def2-TZVPD" charge=0 energy_ev=-24291.3947 smiles=C#CPSO relative_energy_kcal_mol=44.8 orbital_gap_ev=9.65
H -1.49208 0.07477 -1.45986
O 1.80578 1.03135 -0.36939
H 1.07761 -0.81041 1.82306
C -0.61579 0.18096 0.61839
C -1.05825 0.10503 -0.50045
H 0.92140 0.81077 -0.73264
S 1.62690 1.72436 1.13279
P 0.32434 0.35052 2.10341

***

[6]
12
Properties=species:S:1:pos:R:3 method="wB97M-V/def2-TZVPD" charge=0 energy_ev=-40334.3731 relative_energy_kcal_mol=59.6 orbital_gap_ev="6.76 / 6.76"
O 1.76026 1.02143 -0.17609
S 2.58526 -1.69454 -0.80622
H -1.43189 -1.15154 -1.17923
C -1.27128 0.85542 -0.86105
H 1.19946 -1.49637 2.15764
H 0.56280 0.12061 1.92511
N -0.86827 -0.28678 -1.29647
N 0.92398 -0.70069 1.41523
H -2.20974 1.16347 -1.31197
Cl -2.03453 0.88964 1.00750
S 1.43981 -0.34311 -0.12857
H -0.65586 1.62245 -0.74589

***

[7]
132
Properties=species:S:1:pos:R:3 method="wB97M-V/def2-TZVPD" charge=0 energy_ev=-57998.8365 smiles=CC1(C)CCCC(C)(C)N1O.CC1(C)CCCC(C)(C)N1O.CC1(C)CCCC(C)(C)N1O.CC1(C)CCCC(C)(C)N1O.CC(C)O relative_energy_kcal_mol=20.4 orbital_gap_ev=8.38
N -3.00997 -1.63808 -0.31802
O 0.11513 1.02694 -4.86560
C -0.76125 0.20711 -6.90874
H 1.31935 -2.21544 5.15109
C -0.35567 4.98316 -2.21572
C -1.50040 -3.67572 -0.31507
H 1.73105 6.22697 0.19386
H 2.14679 -0.63583 -4.56984
H -0.99864 -0.55440 1.16459
C -3.57816 0.33281 0.96810
C 2.52045 -3.39315 -1.05509
C -1.75137 1.35942 -6.88721
C 1.68994 -1.41156 -5.18458
H -3.44675 0.84533 1.91749
N -0.02545 4.21780 0.12507
H 0.18101 -2.30243 -7.89491
H -1.50438 3.18452 -0.55625
H -0.79492 -3.14257 -0.94535
H 0.99473 -0.44486 3.53730
H -1.31208 2.35315 -6.80104
H 2.81579 1.20014 8.00428
H -3.71026 -2.38552 -2.47437
C 0.79446 -0.23257 4.59170
C 2.33715 3.70599 0.04793
H -1.33721 -2.05302 2.08628
H 3.27525 -0.23934 0.15332
C -0.80239 6.48401 -0.23863
H -4.65542 0.31619 0.76656
H -0.60271 5.87601 -2.79302
H 0.17686 -0.59557 -3.05188
H 3.39285 -1.60841 1.22255
H -0.57691 7.42720 -0.73763
H -1.36309 -3.13410 -7.66701
H -0.07451 1.79202 1.49965
C -3.28081 -3.30220 -2.06601
H -1.42764 -2.78888 -5.36266
H 1.58353 2.09036 -1.72249
C -1.72862 -1.08958 1.76200
H -0.17158 2.32044 -1.58294
H -3.64522 -4.89114 0.19834
C 0.74734 2.12467 -1.02008
H -2.43101 -3.51638 -2.71843
C 0.05179 5.35985 -0.77983
C 0.43856 0.62707 -7.77754
H -0.12472 -1.01712 9.21958
H -1.27989 -3.65441 0.74250
H -5.12442 -1.77657 1.42698
C -1.47490 -0.98620 -7.51093
H -0.56957 6.63616 0.81944
C 2.51101 4.75440 -1.05558
H 2.49138 4.36055 -2.07439
C -3.84379 -3.42331 1.76315
H -0.05663 0.45303 4.63958
O 1.05220 -1.96406 0.23672
H 2.18303 2.17855 4.04813
H -2.46917 1.25473 -6.06557
H 3.07813 2.92206 -0.11140
H 1.30569 -0.09827 9.51112
O 3.07098 0.48440 7.41205
C -0.04344 -1.39665 6.60996
H -0.56798 1.19320 -4.20432
H 2.06373 -2.37204 -4.80006
C -0.46690 -2.52759 -5.82234
H -4.58796 -3.96258 2.35032
C 2.24343 -1.97247 -0.57611
H -1.75463 -0.48591 2.68001
O -1.34004 3.73121 0.23177
H 2.03731 -1.35834 -6.21470
C 1.14466 -0.88720 7.44474
C 3.40474 -1.32503 0.16531
C 1.47897 5.85740 -0.80878
H 2.58142 -4.04984 -0.17658
H 3.25067 -0.21293 3.63868
H -0.84007 -0.64538 6.60824
H 1.17042 2.40332 5.46388
N -0.34162 -0.10080 -5.56808
H -4.01304 -4.10474 -2.16733
C 2.06326 -2.07597 7.76856
H 4.35870 -1.54590 -0.30952
H -4.92270 -3.68028 -0.06386
H 0.17394 1.07238 -8.73865
C -3.90115 -3.83157 0.29818
H -3.12159 0.80566 0.10856
C 2.00423 0.36552 5.31128
H 1.64254 -3.74834 -1.59693
H 0.39026 -2.28553 -3.12162
H 0.18361 -3.40055 -5.71440
H 1.56694 6.68777 -1.50876
C -3.10089 -1.11197 1.07157
C 3.28332 -0.24431 4.73252
C 0.41245 -1.59074 5.18699
H -4.12927 -1.57025 2.86628
H 1.33113 -2.25614 1.11166
H -0.26061 -2.16995 4.54683
C 0.57491 -0.33434 8.72746
H 1.48832 -2.92813 8.12922
H -1.68580 -0.79721 -8.56585
O -2.01244 -0.94341 -1.02759
H -2.36413 1.34183 -7.79361
H 2.58671 4.25197 0.96417
N 1.85664 0.16717 6.74929
H 0.03393 0.59731 8.53264
H 0.95200 1.43950 -7.24944
C 0.16093 -1.36990 -5.05003
C 2.05928 1.89015 5.09329
H 2.05538 -1.34008 -1.44656
H -1.19796 4.28687 -2.26149
C -2.91268 -3.09366 -0.60314
H 2.91331 2.27095 5.66045
H 3.51127 5.17309 -0.90098
H -2.46510 -1.10044 -7.04625
H 3.41463 -1.29511 5.00244
C 0.93045 3.13384 0.12989
H -2.87252 -3.61484 2.22931
H -1.50015 -4.70594 -0.68170
H -1.87136 6.27251 -0.28228
C -4.11667 -1.92127 1.82935
H 0.79839 3.13745 2.27796
H -1.15706 -1.23655 -0.66370
H 3.43256 -3.51787 -1.63266
H 1.70358 1.79097 1.65683
H 2.73869 -2.27556 6.94179
H 4.17956 0.29346 5.03953
C -0.74682 -2.30934 -7.31171
H 1.14898 -0.19071 -7.88453
C 0.81803 2.40589 1.46764
H -0.40178 -2.31586 7.06803
H -1.24702 -1.56732 -3.37674
C -0.18492 -1.47957 -3.58694
H 0.62016 1.09340 -0.68361
H 0.44347 4.45958 -2.74805
H 2.70647 -1.80658 8.61269

***

[8]
6
Properties=species:S:1:pos:R:3 method="wB97M-V/def2-TZVPD" charge=+1 energy_ev=-35648.0244 relative_energy_kcal_mol=15.6 orbital_gap_ev=7.85
I 0.77399 3.71727 -1.32616
P -0.20844 1.59020 -1.62051
I 0.50891 0.30134 -3.52721
O 0.23274 0.54217 -0.25001
H -0.38274 -0.29878 -0.17602
I -2.59002 1.98175 -1.29785